Formula: C62H138N6O14
Source: the Open Molecules 2025 dataset
Level of theory: ωB97M-V/def2-TZVPD

Properties
**E_LUMO**: 0.50 eV
**HOMO**: -7.71 eV
**Energy**: -3826.37102 a.u.
**Structure (SMILES)**: CC1(C)CCCC(C)(C)N1O.CC1(C)CCCC(C)(C)N1O.CC1(C)CCCC(C)(C)N1O.CC1(C)CCCC(C)(C)N1O.CC1(C)CCCC(C)(C)N1O.CC1(C)CCCC(C)(C)N1O.OCCO.OCCO.OCCO.OCCO
**ΔE to the lowest compared entry with this formula, charge and spin**: 838.15 kJ/mol

Geometry (Å):
C (15.7659, 15.6443, 8.2530)
C (15.6217, 17.0169, 7.5472)
C (14.2201, 16.8977, 6.6905)
C (12.9337, 17.2174, 7.3627)
C (13.0209, 18.5189, 8.2085)
C (14.2597, 18.6074, 9.2753)
N (15.4992, 18.1995, 8.5120)
O (16.6364, 18.4330, 9.2416)
C (14.3864, 20.0169, 9.7320)
C (13.9881, 17.7079, 10.4791)
C (16.7852, 17.2865, 6.6315)
H (16.3728, 14.9204, 7.7093)
H (14.8541, 15.0470, 8.2582)
H (15.9671, 15.9167, 9.2891)
H (14.3156, 17.5707, 5.8384)
H (14.0698, 15.9245, 6.2232)
H (12.6562, 16.3451, 7.9544)
H (12.1935, 17.3537, 6.5743)
H (12.0385, 18.6478, 8.6628)
H (12.9824, 19.3960, 7.5625)
H (13.4298, 20.3190, 10.1583)
H (15.1115, 20.1061, 10.5408)
H (14.7174, 20.5051, 8.8154)
H (14.4064, 16.7103, 10.3452)
H (14.6216, 18.1642, 11.2397)
H (12.9475, 17.6425, 10.7968)
H (17.1140, 18.3102, 6.4528)
H (16.4074, 16.9577, 5.6634)
H (17.6460, 16.6922, 6.9380)
H (16.8578, 19.2974, 8.8873)
C (18.7666, 13.9262, 0.1094)
C (18.6527, 13.6305, -1.4530)
C (17.5487, 12.4832, -1.6324)
C (17.1630, 12.2772, -3.1712)
C (16.7206, 13.5883, -3.8023)
C (17.7880, 14.8315, -3.6928)
N (18.3260, 14.7415, -2.3057)
O (19.0984, 15.8452, -2.0163)
C (18.6636, 14.7580, -4.9141)
C (16.8687, 16.0682, -3.7790)
C (20.0623, 13.0746, -1.9723)
H (18.1762, 13.2242, 0.6982)
H (18.6365, 14.9793, 0.3590)
H (19.7777, 13.6790, 0.4327)
H (17.8415, 11.5436, -1.1641)
H (16.5810, 12.6681, -1.1660)
H (16.2166, 11.7441, -3.2619)
H (17.9990, 11.8550, -3.7288)
H (15.7802, 13.8900, -3.3410)
H (16.5112, 13.4004, -4.8554)
H (19.2457, 15.6795, -4.9007)
H (19.3891, 13.9467, -4.8549)
H (18.0838, 14.8596, -5.8315)
H (16.2120, 16.2287, -2.9240)
H (17.4411, 16.9808, -3.9454)
H (16.1735, 16.1006, -4.6179)
H (19.8778, 12.6707, -2.9678)
H (20.4597, 12.2392, -1.3959)
H (20.8095, 13.8672, -2.0132)
H (18.5817, 16.4829, -1.5183)
C (19.2664, 20.2548, 10.2726)
C (20.0363, 20.7314, 8.9645)
C (20.5589, 22.1859, 9.3057)
C (21.5420, 22.6614, 8.1493)
C (22.5829, 21.6701, 8.0148)
C (22.0280, 20.2460, 7.6860)
N (20.9925, 19.7545, 8.5862)
O (20.4428, 18.5236, 8.2017)
C (21.6389, 20.2343, 6.1902)
C (23.2542, 19.3241, 7.8260)
C (19.0156, 20.9102, 7.8200)
H (19.9983, 19.9630, 11.0258)
H (18.7081, 19.3343, 10.1020)
H (18.6430, 21.0980, 10.5698)
H (19.7802, 22.9347, 9.4504)
H (21.0794, 22.0744, 10.2568)
H (21.8794, 23.6119, 8.5626)
H (21.2716, 22.7573, 7.0978)
H (23.2004, 21.6947, 8.9126)
H (23.3107, 22.1273, 7.3445)
H (20.8224, 20.8846, 5.8764)
H (22.5544, 20.5156, 5.6698)
H (21.5302, 19.2394, 5.7583)
H (24.1092, 19.6767, 7.2492)
H (23.4567, 19.2902, 8.8965)
H (22.9912, 18.3065, 7.5372)
H (18.0647, 21.3306, 8.1472)
H (18.8118, 19.9876, 7.2764)
H (19.3046, 21.5862, 7.0153)
H (20.2391, 18.1083, 9.0428)
C (24.5913, 17.7527, 3.4689)
C (26.0948, 17.3618, 3.2880)
C (26.8898, 17.5817, 4.6332)
C (28.2014, 16.7398, 4.7854)
C (27.8053, 15.3045, 4.6753)
C (27.1236, 14.9834, 3.2627)
N (26.0375, 15.9291, 2.9738)
O (25.3788, 15.6417, 1.7581)
C (28.1255, 14.9332, 2.0652)
C (26.5440, 13.5089, 3.4727)
C (26.7743, 18.1836, 2.1509)
H (24.0971, 17.5879, 2.5114)
H (24.3043, 18.6391, 4.0346)
H (24.2576, 16.9879, 4.1701)
H (27.2212, 18.6120, 4.7632)
H (26.1698, 17.5525, 5.4510)
H (28.7761, 16.9603, 5.6849)
H (28.9576, 17.0085, 4.0478)
H (27.0529, 15.1453, 5.4477)
H (28.6805, 14.7454, 5.0062)
H (29.0405, 14.3885, 2.2982)
H (27.6596, 14.3681, 1.2579)
H (28.2643, 15.8651, 1.5171)
H (25.4926, 13.5655, 3.7545)
H (26.6340, 12.8599, 2.6016)
H (27.0698, 12.9057, 4.2129)
H (26.7697, 19.2019, 2.5398)
H (26.3913, 18.0065, 1.1458)
H (27.8448, 17.9787, 2.1576)
H (25.9303, 15.9841, 1.0508)
C (16.2367, 19.7265, 3.5467)
C (16.8494, 19.6345, 2.1446)
C (17.0206, 18.1193, 1.7937)
C (15.7986, 17.3558, 1.3591)
C (15.1523, 18.0978, 0.1796)
C (14.9087, 19.6782, 0.4223)
N (16.0846, 20.3134, 1.0812)
O (15.9913, 21.6177, 1.2709)
C (14.6624, 20.3075, -0.9535)
C (13.5688, 19.8959, 1.2419)
C (18.3561, 20.1922, 2.1078)
H (15.3529, 19.0919, 3.6129)
H (16.0288, 20.7613, 3.8190)
H (16.9909, 19.2783, 4.1936)
H (17.8500, 17.9300, 1.1123)
H (17.5007, 17.6219, 2.6364)
H (14.9321, 17.4852, 2.0076)
H (15.9851, 16.3138, 1.0992)
H (14.1722, 17.6469, 0.0244)
H (15.5051, 18.0113, -0.8481)
H (15.5145, 20.1674, -1.6186)
H (13.9653, 19.7094, -1.5403)
H (14.5718, 21.3834, -1.1025)
H (13.6980, 19.2618, 2.1190)
H (13.4222, 20.9096, 1.6147)
H (12.6506, 19.5156, 0.7944)
H (18.7342, 20.2303, 1.0861)
H (19.0884, 19.5770, 2.6307)
H (18.3638, 21.1727, 2.5838)
H (15.4510, 21.6395, 2.0642)
C (26.0062, 13.8607, 8.2626)
C (24.4998, 13.3783, 8.0963)
C (24.4078, 11.9050, 7.5984)
C (24.8610, 10.9488, 8.7405)
C (23.9400, 11.1046, 10.0257)
C (23.7714, 12.5528, 10.4878)
N (23.6749, 13.5323, 9.3520)
O (23.3443, 14.8584, 9.6443)
C (22.3742, 12.5820, 11.1660)
C (24.9129, 13.0101, 11.4814)
C (23.9163, 14.2908, 6.9055)
H (26.1774, 14.9090, 8.5074)
H (26.7106, 13.5643, 7.4855)
H (26.4564, 13.3248, 9.0982)
H (23.3601, 11.6871, 7.3913)
H (25.1279, 11.6970, 6.8070)
H (25.8934, 11.0962, 9.0577)
H (24.7917, 9.9730, 8.2598)
H (24.2651, 10.5676, 10.9168)
H (23.0248, 10.5698, 9.7722)
H (22.3031, 11.8609, 11.9802)
H (22.1938, 13.5411, 11.6514)
H (21.4939, 12.3712, 10.5587)
H (25.0972, 12.3748, 12.3477)
H (25.8276, 13.1667, 10.9097)
H (24.6837, 14.0160, 11.8332)
H (23.8226, 15.3216, 7.2470)
H (22.9196, 14.0101, 6.5651)
H (24.5298, 14.5948, 6.0574)
H (22.3993, 14.9526, 9.5040)
C (21.4292, 16.6328, 0.4042)
C (22.3945, 17.3452, -0.4720)
O (23.4383, 16.4691, -0.8750)
O (21.9577, 15.9454, 1.5368)
H (21.1428, 15.8318, -0.2773)
H (20.6548, 17.2881, 0.8029)
H (22.8636, 18.1228, 0.1309)
H (21.7497, 17.8800, -1.1694)
H (23.6667, 15.9101, -0.1286)
H (22.3124, 15.0902, 1.2831)
C (23.3124, 12.3620, 2.6772)
C (23.5064, 12.4419, 1.1322)
O (22.5161, 13.3524, 0.5922)
O (22.1074, 11.7601, 2.8847)
H (23.3828, 13.3503, 3.1317)
H (24.0231, 11.7993, 3.2824)
H (23.4182, 11.4472, 0.6953)
H (24.4723, 12.8042, 0.7803)
H (22.6878, 13.2719, -0.3489)
H (21.5938, 12.3565, 2.3350)
C (20.7622, 15.8015, 4.9776)
C (19.5494, 16.3462, 4.1348)
O (19.1355, 15.5749, 3.0773)
O (21.6644, 15.0606, 4.1565)
H (20.3921, 15.2592, 5.8476)
H (21.2601, 16.5259, 5.6221)
H (19.8687, 17.2686, 3.6497)
H (18.8266, 16.6959, 4.8720)
H (19.5093, 14.6928, 3.1377)
H (21.9600, 15.4336, 3.3228)
C (19.3605, 15.7136, 9.7582)
C (19.7966, 15.9431, 11.2222)
O (20.6330, 17.1055, 11.1436)
O (20.5486, 15.6003, 8.9148)
H (18.8866, 16.6370, 9.4252)
H (18.5045, 15.0391, 9.7768)
H (20.3240, 15.0848, 11.6383)
H (18.8623, 16.2262, 11.7071)
H (21.4899, 16.8496, 10.7946)
H (20.3726, 16.0286, 8.0739)

Löwdin atomic charge list, values in e, 6 entries: number 1, C, carries -0.036; number 2, C, carries -0.407; number 3, C, carries -0.144; number 4, C, carries -0.204; number 5, C, carries -0.099; number 6, C, carries -0.486